Entry 1:
Entry from OMol25: a molecular structure, C32H42N2O11S3V (ωB97M-V/def2-TZVPD).

XYZ file:
```
91
Properties=species:S:1:pos:R:3:lowdin_charge:R:1
V 0.434 0.287 0.263 1.096
C 5.049 -2.334 -4.546 -0.059
C 3.822 -3.110 -4.050 -0.561
C 2.996 -3.515 -5.273 -0.080
C 4.286 -4.387 -3.334 -0.053
C 3.013 -2.261 -3.069 -0.185
C 1.613 -2.093 -3.192 -0.024
C 0.946 -1.343 -2.244 -0.103
N 1.542 -0.769 -1.202 0.027
C 2.903 -0.922 -1.045 -0.181
C 3.634 -1.671 -2.000 0.021
C 3.446 -0.303 0.098 -0.193
C 4.825 -0.275 0.440 0.034
C 5.253 0.379 1.563 -0.187
C 4.279 1.024 2.365 -0.032
C 2.954 0.949 1.992 -0.119
N 2.530 0.307 0.911 0.008
C 6.717 0.423 1.989 -0.563
C 7.157 1.884 2.159 -0.058
C 7.645 -0.238 0.971 -0.080
C 6.865 -0.312 3.328 -0.053
H 5.602 -2.931 -5.278 0.075
H 5.729 -2.090 -3.730 0.070
H 4.744 -1.399 -5.020 0.090
H 3.622 -4.085 -5.965 0.075
H 2.613 -2.638 -5.799 0.087
H 2.148 -4.142 -4.992 0.078
H 4.863 -5.020 -4.017 0.075
H 3.427 -4.955 -2.972 0.089
H 4.910 -4.143 -2.473 0.078
H 1.049 -2.507 -4.013 0.086
H -0.120 -1.173 -2.317 0.114
H 4.700 -1.785 -1.857 0.096
H 5.528 -0.775 -0.209 0.086
H 4.542 1.549 3.272 0.094
H 2.184 1.414 2.594 0.117
H 7.007 2.438 1.230 0.090
H 8.217 1.930 2.427 0.074
H 6.586 2.385 2.941 0.072
H 7.568 0.244 -0.006 0.085
H 7.415 -1.298 0.851 0.081
H 8.680 -0.155 1.313 0.076
H 6.211 0.119 4.086 0.076
H 7.898 -0.253 3.687 0.075
H 6.595 -1.364 3.216 0.089
O 1.244 -1.200 4.231 -0.322
S 0.630 -1.420 2.940 0.489
O 1.329 -2.308 2.047 -0.286
O 0.233 -0.128 2.311 -0.409
C -0.933 -2.230 3.307 -0.207
C -0.985 -2.919 4.513 -0.065
C -2.111 -3.639 4.873 -0.093
C -3.204 -3.676 4.019 -0.093
C -3.159 -2.990 2.817 -0.066
C -2.031 -2.264 2.447 -0.198
S -2.181 -1.351 0.900 0.493
O -0.868 -1.418 0.223 -0.380
O -3.201 -2.072 0.164 -0.324
O -2.537 0.004 1.282 -0.309
H -0.121 -2.864 5.161 0.105
H -2.133 -4.169 5.818 0.093
H -4.093 -4.235 4.285 0.093
H -3.996 -3.010 2.133 0.104
O 1.117 3.857 -1.372 0.067
C 0.707 2.771 -1.028 -0.534
O 0.891 2.208 0.132 -0.117
C -0.147 1.862 -1.963 -0.538
O -0.311 2.102 -3.140 0.072
O -0.648 0.850 -1.310 -0.165
C -5.827 0.109 1.082 -0.116
C -5.351 1.525 1.389 -0.296
C -5.268 2.460 0.185 -0.359
S -3.763 2.337 -0.832 0.931
O -3.893 3.479 -1.792 -0.546
C -4.141 0.800 -1.734 -0.332
C -3.579 0.834 -3.153 -0.282
C -4.505 1.523 -4.149 -0.121
H -5.990 -0.440 2.012 0.069
H -5.094 -0.453 0.508 0.037
H -6.772 0.123 0.529 0.069
H -4.373 1.476 1.872 0.088
H -6.041 1.979 2.109 0.096
H -5.205 3.500 0.515 0.076
H -6.130 2.373 -0.483 0.086
H -5.221 0.629 -1.734 0.085
H -3.660 0.017 -1.148 0.052
H -3.409 -0.202 -3.459 0.109
H -2.596 1.309 -3.156 0.080
H -5.479 1.022 -4.188 0.062
H -4.077 1.502 -5.154 0.064
H -4.661 2.562 -3.860 0.053
```

The expectation value of S² is 3.778. The calculation puts the energy above the lowest of the compared OMol25 structures with the same formula, charge and spin at 7.4 kcal/mol. The spin multiplicity is 4. The calculation puts the frontier orbital gap (spin up / spin down) at 4.1 / 7.3 eV. Its charge is -2.

***

Entry 2:
Entry from OMol25: a molecular structure, C32H42N8ORuS (ωB97M-V/def2-TZVPD).

XYZ file:
```
85
Properties=species:S:1:pos:R:3:lowdin_charge:R:1
Ru -0.352 -0.687 -0.140 1.340
N 0.675 -3.900 -1.443 0.144
C 0.907 -3.835 -0.089 -0.282
C 1.312 -5.018 0.552 0.036
C 1.568 -5.003 1.896 0.004
C 1.440 -3.795 2.595 -0.030
C 1.054 -2.691 1.893 -0.165
N 0.778 -2.681 0.559 0.019
C 0.066 -3.038 -2.334 -0.262
C -0.168 -3.560 -3.612 0.028
C -0.749 -2.786 -4.581 0.016
C -1.100 -1.470 -4.268 -0.007
C -0.862 -1.026 -3.004 -0.138
N -0.274 -1.777 -2.020 -0.024
H 0.860 -4.807 -1.837 0.151
H 1.408 -5.934 -0.020 0.139
H 1.867 -5.911 2.405 0.140
H 1.643 -3.735 3.656 0.123
H 0.969 -1.734 2.392 0.080
H 0.108 -4.588 -3.818 0.139
H -0.940 -3.196 -5.566 0.143
H -1.559 -0.814 -4.996 0.134
H -1.156 -0.032 -2.727 0.066
C -3.680 2.277 -1.618 -0.020
C -2.537 2.456 -2.594 -0.199
C -2.822 2.908 -3.879 -0.003
C -1.828 3.090 -4.821 -0.018
C -0.516 2.787 -4.501 -0.014
C -0.188 2.304 -3.246 -0.226
C 1.242 1.963 -2.922 -0.040
C -1.203 2.164 -2.285 -0.247
N -0.893 1.675 -0.972 0.102
C -1.120 2.432 0.026 -0.262
C -1.417 3.903 -0.070 0.018
C -1.106 1.813 1.409 -0.212
C -1.757 2.622 2.480 0.034
N -0.612 0.626 1.606 0.019
C -0.467 0.190 2.975 -0.202
C -1.355 -0.824 3.544 -0.085
C -2.466 -1.404 2.780 -0.022
C -1.205 -1.229 4.921 0.055
C -0.262 -0.670 5.709 0.028
C 0.570 0.330 5.148 0.124
C 0.467 0.776 3.784 -0.180
C 1.375 1.900 3.378 -0.007
H -4.543 1.849 -2.128 0.100
H -4.015 3.241 -1.226 0.096
H -3.431 1.632 -0.776 0.046
H -3.852 3.133 -4.135 0.137
H -2.073 3.467 -5.806 0.131
H 0.268 2.936 -5.236 0.130
H 1.897 2.228 -3.750 0.096
H 1.336 0.884 -2.755 0.052
H 1.586 2.508 -2.030 0.079
H -1.204 4.267 -1.071 0.108
H -0.818 4.466 0.649 0.105
H -2.466 4.129 0.149 0.105
H -2.738 2.945 2.117 0.124
H -1.201 3.541 2.686 0.119
H -1.894 2.080 3.410 0.101
H -3.230 -0.633 2.591 0.135
H -2.942 -2.223 3.315 0.117
H -2.141 -1.753 1.804 0.027
H -1.886 -1.973 5.321 0.151
H -0.155 -0.962 6.746 0.148
H 1.313 0.805 5.784 0.153
H 2.396 1.690 3.707 0.103
H 1.084 2.819 3.900 0.119
H 1.364 2.103 2.311 0.071
N 5.259 1.026 -0.297 0.218
C 4.554 -0.311 -0.169 -0.091
C 3.169 -0.289 0.509 -0.194
N 2.010 -0.181 -0.406 -0.028
H 6.196 0.889 -0.687 0.190
H 5.392 1.479 0.607 0.179
H 4.784 1.683 -0.915 0.175
H 5.231 -0.944 0.400 0.145
H 4.489 -0.720 -1.175 0.142
H 3.102 0.498 1.260 0.111
H 3.086 -1.239 1.034 0.105
H 2.114 -0.883 -1.134 0.075
H 1.991 0.715 -0.882 0.039
O -3.943 -2.486 0.647 -0.426
S -3.573 -1.580 -0.411 0.909
N -2.229 -0.909 -0.306 -0.541
```

The expectation value of S² is 6.047. The spin multiplicity is 5. The calculation puts the frontier orbital gap (spin up / spin down) at 6.4 / 3.9 eV. Its charge is +4.

***

Entry 3:
Entry from OMol25: a molecular structure, C32H43BBeF7Li2N4O22S3 (ωB97M-V/def2-TZVPD).

XYZ file:
```
115
Properties=species:S:1:pos:R:3:lowdin_charge:R:1
C 5.905 -3.266 1.048 -0.152
C 5.533 -2.770 -0.489 -0.263
C 4.955 -1.237 -0.573 -0.235
C 3.831 -0.890 0.605 -0.207
C 2.975 0.484 0.305 -0.208
C 1.445 0.462 0.971 -0.187
C 1.088 2.020 1.338 -0.251
C -0.453 2.273 1.850 -0.170
C -1.617 1.739 0.827 -0.230
C -2.298 2.894 -0.118 -0.154
C -2.930 2.115 -1.453 -0.217
C -4.429 1.491 -1.188 -0.186
C -4.494 -0.166 -1.399 -0.175
C -5.215 -0.921 -0.108 -0.215
C -4.333 -2.218 0.452 -0.162
C -2.889 -1.994 1.168 -0.095
N -1.964 -3.060 1.686 0.058
C -2.619 -4.395 1.479 -0.141
C -1.772 -5.728 2.019 0.020
C -2.304 -7.278 1.904 -0.031
C -3.782 -7.518 1.232 0.006
C -4.675 -6.227 0.698 -0.147
S -6.370 -6.651 -0.029 0.876
O -7.297 -7.072 1.174 -0.359
O -6.313 -7.828 -1.064 -0.341
F -7.139 -5.341 -0.826 -0.246
C -4.074 -4.676 0.811 -0.102
N -4.942 -3.578 0.263 0.092
H 6.308 -2.322 1.613 0.074
H 4.954 -3.711 1.564 0.069
H 6.753 -4.103 1.032 0.082
H 6.532 -2.918 -1.122 0.104
H 4.759 -3.540 -0.954 0.107
H 4.515 -1.096 -1.669 0.112
H 5.903 -0.518 -0.512 0.088
H 3.164 -1.858 0.719 0.120
H 4.464 -0.770 1.606 0.116
H 3.614 1.384 0.736 0.064
H 2.949 0.606 -0.875 0.134
H 0.730 -0.031 0.177 0.115
H 1.546 -0.210 1.950 0.134
H 1.401 2.729 0.439 0.105
H 1.798 2.320 2.250 0.096
H -0.600 1.686 2.878 0.128
H -0.605 3.413 2.106 0.130
H -1.269 0.860 0.123 0.096
H -2.489 1.306 1.510 -0.046
H -3.204 3.425 0.444 0.131
H -1.539 3.728 -0.432 0.124
H -2.224 1.261 -1.832 0.111
H -2.951 2.936 -2.309 0.016
H -4.888 1.810 -0.160 0.096
H -5.140 1.959 -2.022 0.112
H -3.450 -0.620 -1.674 0.110
H -5.190 -0.357 -2.349 0.120
H -6.273 -1.317 -0.493 0.135
H -5.482 -0.153 0.762 -0.032
H -2.523 -0.864 1.295 0.014
H -0.715 -5.541 2.534 0.106
H -1.641 -8.170 2.317 0.109
H -4.177 -8.618 1.168 0.107
Li 3.303 3.321 1.225 0.789
O 2.634 5.143 -1.570 -0.253
H 3.372 5.719 -1.487 -0.127
C 8.611 -0.205 -3.317 0.045
N 7.452 -0.136 -2.385 -0.385
O 6.369 0.230 -2.856 0.060
O 7.663 -0.452 -1.209 0.005
H 8.282 0.098 -4.313 0.085
H 9.377 0.475 -2.940 0.108
H 8.966 -1.238 -3.325 0.100
Li -2.997 3.256 -3.789 0.862
C -5.254 7.758 -0.632 -0.610
F -6.015 6.796 -1.228 0.091
F -5.253 8.828 -1.483 0.097
F -5.948 8.166 0.473 0.100
S -3.568 7.194 -0.223 0.599
O -2.983 6.821 -1.514 -0.325
O -3.769 6.077 0.704 -0.312
N -3.064 8.556 0.412 -0.287
S -1.561 8.471 0.909 0.619
O -0.534 8.389 -0.134 -0.278
O -1.309 7.632 2.083 -0.297
C -1.443 10.180 1.533 -0.602
F -2.361 10.441 2.513 0.097
F -1.672 11.109 0.556 0.097
F -0.222 10.478 2.064 0.109
C -5.260 -11.778 3.034 -0.138
C -5.485 -10.615 3.945 -0.136
O -4.431 -10.726 4.882 0.061
C -3.435 -11.437 4.276 -0.522
O -2.312 -11.576 4.733 0.125
O -3.859 -11.971 3.094 0.057
H -5.579 -11.572 2.009 0.141
H -5.757 -12.688 3.386 0.137
H -5.398 -9.655 3.426 0.127
H -6.456 -10.661 4.446 0.141
Be -4.197 0.259 2.158 0.524
O -0.101 5.978 0.648 -0.072
H 0.707 6.026 0.172 -0.071
O -9.305 -8.878 -0.721 -0.317
H -8.689 -8.302 -0.306 -0.182
B 7.895 4.701 -3.280 -0.922
O 8.276 5.448 -4.483 0.248
C 8.690 4.548 -5.385 -0.384
O 9.080 4.832 -6.506 0.144
C 8.601 3.222 -4.830 -0.376
O 8.903 2.185 -5.397 0.127
O 8.131 3.284 -3.576 0.233
O 8.685 5.134 -2.123 0.245
C 7.816 5.578 -1.204 -0.386
O 8.140 6.016 -0.112 0.140
C 6.472 5.459 -1.704 -0.369
O 5.454 5.777 -1.111 0.121
O 6.489 4.938 -2.939 0.255
```

The spin multiplicity is 1. The calculation puts the frontier orbital gap at 0.8 eV. Its charge is -1.

***

Entry 4:
Entry from OMol25: a molecular structure, C32H43BCoN7OS4 (ωB97M-V/def2-TZVPD).

XYZ file:
```
89
Properties=species:S:1:pos:R:3:lowdin_charge:R:1
Co 1.903 -2.053 -2.100 -0.037
C 1.338 2.895 -4.273 -0.063
C 0.653 2.498 -3.007 -0.243
C -0.194 3.325 -2.344 0.069
C -0.836 2.895 -1.152 -0.199
N -0.693 1.678 -0.717 0.197
N 0.122 0.830 -1.376 0.037
B 0.153 -0.621 -0.906 -0.567
N -1.052 -1.453 -1.376 0.007
N -2.028 -1.234 -0.491 0.189
C -3.174 -1.851 -0.593 -0.185
C -3.384 -2.777 -1.636 0.087
C -2.395 -3.020 -2.548 -0.236
C -2.546 -4.038 -3.628 -0.059
C -1.174 -2.303 -2.420 -0.611
S 0.094 -2.515 -3.540 0.730
C -4.204 -1.493 0.469 -0.541
C -5.495 -2.289 0.296 -0.056
C -4.504 0.010 0.346 -0.035
C -3.593 -1.778 1.850 -0.034
N 0.649 -0.912 0.447 0.035
N 0.778 0.126 1.289 0.188
C 1.231 -0.065 2.504 -0.204
C 1.645 -1.329 2.949 0.064
C 1.591 -2.397 2.082 -0.256
C 2.123 -3.741 2.465 -0.056
C 1.065 -2.178 0.805 -0.568
S 1.029 -3.423 -0.380 0.793
C 1.184 1.152 3.418 -0.539
C 2.059 0.978 4.660 -0.058
C 1.650 2.397 2.649 -0.043
C -0.285 1.300 3.856 -0.030
C 0.856 1.195 -2.456 -0.554
S 2.008 0.171 -3.166 0.792
C -1.711 3.882 -0.396 -0.543
C -2.840 4.365 -1.320 -0.033
C -0.834 5.076 0.016 -0.031
C -2.320 3.262 0.857 -0.040
H 1.186 3.952 -4.479 0.088
H 0.936 2.311 -5.105 0.097
H 2.405 2.684 -4.224 0.069
H -0.384 4.315 -2.736 0.126
H -4.320 -3.313 -1.711 0.122
H -3.541 -4.477 -3.609 0.087
H -1.805 -4.829 -3.493 0.092
H -2.361 -3.599 -4.609 0.082
H -5.962 -2.084 -0.669 0.089
H -6.202 -1.998 1.073 0.093
H -5.320 -3.362 0.389 0.091
H -5.002 0.231 -0.600 0.094
H -3.574 0.574 0.393 0.047
H -5.156 0.326 1.162 0.095
H -3.377 -2.842 1.967 0.091
H -4.292 -1.480 2.633 0.090
H -2.666 -1.217 1.974 0.072
H 2.037 -1.463 3.947 0.117
H 2.606 -3.691 3.440 0.085
H 2.845 -4.087 1.725 0.075
H 1.322 -4.481 2.502 0.091
H 3.093 0.753 4.392 0.091
H 1.683 0.193 5.318 0.082
H 2.054 1.910 5.226 0.092
H 2.715 2.318 2.419 0.088
H 1.496 3.291 3.256 0.090
H 1.101 2.490 1.715 0.055
H -0.576 0.470 4.504 0.090
H -0.942 1.303 2.987 0.066
H -0.420 2.230 4.410 0.092
H -2.460 4.866 -2.211 0.079
H -3.465 5.080 -0.783 0.092
H -3.469 3.529 -1.631 0.093
H -0.441 5.612 -0.849 0.082
H 0.007 4.746 0.628 0.084
H -1.427 5.780 0.602 0.094
H -2.850 2.341 0.624 0.053
H -3.026 3.964 1.302 0.096
H -1.546 3.041 1.587 0.067
O 3.341 -1.329 -0.733 -0.198
N 4.595 -1.579 -0.967 -0.177
C 5.521 -1.065 -0.126 0.006
C 6.858 -1.277 -0.332 -0.023
C 7.273 -2.042 -1.425 -0.040
C 6.324 -2.577 -2.261 -0.065
C 4.963 -2.347 -2.032 -0.580
S 3.745 -2.997 -3.051 0.832
H 5.116 -0.491 0.693 0.144
H 7.573 -0.847 0.353 0.120
H 8.325 -2.214 -1.606 0.120
H 6.591 -3.185 -3.113 0.116
```

The expectation value of S² is 8.803. The calculation puts the energy above the lowest of the compared OMol25 structures with the same formula, charge and spin at 4.3 kcal/mol. The spin multiplicity is 6. The calculation puts the frontier orbital gap (spin up / spin down) at 6.0 / 5.3 eV. Its charge is +1.

***

Entry 5:
Entry from OMol25: a molecular structure, C32H43HgN6O10SSi (ωB97M-V/def2-TZVPD).

XYZ file:
```
94
Properties=species:S:1:pos:R:3:lowdin_charge:R:1
Hg 1.470 -0.214 -1.462 1.010
O -1.794 2.144 -4.598 0.060
C -0.511 1.766 -4.309 -0.473
O 0.008 0.841 -4.867 0.094
C 0.162 2.733 -3.369 -0.236
C -0.136 4.079 -3.559 -0.055
C 0.641 5.043 -2.861 -0.115
C 1.644 4.617 -2.049 -0.055
C 1.879 3.219 -1.888 -0.224
N 1.110 2.272 -2.554 0.126
C 2.918 2.742 -1.052 -0.518
O 3.708 3.738 -0.505 0.030
O 3.201 1.566 -0.776 -0.063
H -2.137 1.436 -5.153 0.107
H -0.923 4.370 -4.240 0.086
H 0.445 6.101 -2.996 0.084
H 2.266 5.314 -1.504 0.101
H 4.298 3.248 0.072 0.100
N 2.719 -2.921 -4.896 0.028
C 2.056 -2.076 -4.022 -0.886
S 2.885 -0.641 -3.583 0.577
N 0.866 -2.542 -3.689 -0.024
N 0.115 -1.786 -2.875 -0.001
C -1.042 -2.266 -2.585 -0.193
C -1.456 -3.639 -3.006 -0.177
C -0.653 -4.744 -2.713 -0.024
C -1.047 -6.021 -3.088 -0.092
C -2.242 -6.222 -3.772 -0.123
C -3.047 -5.132 -4.067 -0.109
C -2.658 -3.854 -3.681 -0.050
C -2.000 -1.435 -1.801 -0.214
C -3.068 -2.022 -1.116 -0.021
C -3.970 -1.216 -0.445 -0.086
C -3.779 0.153 -0.443 -0.076
C -2.677 0.647 -1.116 -0.126
N -1.821 -0.116 -1.790 0.135
H 3.717 -2.836 -4.843 0.048
H 2.356 -3.864 -4.888 0.074
H 0.268 -4.579 -2.166 0.106
H -0.418 -6.869 -2.843 0.093
H -2.543 -7.221 -4.067 0.086
H -3.981 -5.276 -4.598 0.088
H -3.287 -3.004 -3.917 0.114
H -3.175 -3.096 -1.105 0.108
H -4.801 -1.657 0.090 0.097
H -4.446 0.819 0.090 0.096
H -2.475 1.712 -1.134 0.104
O 3.499 -1.597 -0.438 -0.214
N 2.990 -2.722 -0.456 -0.282
O 1.773 -2.719 -0.746 -0.229
C 3.445 0.321 2.175 -0.040
C 2.434 -0.487 2.985 -0.636
C 2.984 -0.718 4.391 -0.049
C 2.156 -1.832 2.317 -0.041
O 1.229 0.267 3.158 -0.120
Si 0.053 0.639 2.024 0.040
O 0.414 0.482 0.510 -0.309
O -1.289 -0.276 2.459 -0.106
C -1.820 -0.645 3.730 -0.649
C -1.054 -1.846 4.299 -0.037
C -1.811 0.494 4.758 -0.042
C -3.264 -1.067 3.475 -0.052
O -0.364 2.180 2.534 -0.119
C 0.028 3.437 1.988 -0.645
C -0.576 3.649 0.600 -0.032
C -0.511 4.493 2.947 -0.050
C 1.554 3.530 1.913 -0.027
H 4.378 -0.231 2.047 0.088
H 3.648 1.270 2.689 0.080
H 3.050 0.541 1.184 0.041
H 3.924 -1.275 4.340 0.079
H 2.267 -1.286 4.993 0.069
H 3.165 0.245 4.880 0.077
H 3.081 -2.392 2.171 0.081
H 1.696 -1.678 1.338 0.043
H 1.470 -2.426 2.933 0.076
H -0.012 -1.564 4.456 0.057
H -1.087 -2.673 3.582 0.089
H -1.492 -2.173 5.249 0.077
H -0.785 0.809 4.967 0.081
H -2.287 0.159 5.684 0.075
H -2.348 1.361 4.362 0.083
H -3.280 -1.890 2.754 0.079
H -3.827 -0.227 3.056 0.080
H -3.741 -1.392 4.404 0.074
H -1.672 3.616 0.668 0.084
H -0.234 2.845 -0.059 0.065
H -0.272 4.609 0.175 0.079
H -1.600 4.400 3.022 0.078
H -0.261 5.498 2.592 0.077
H -0.081 4.344 3.944 0.080
H 1.932 2.738 1.255 0.062
H 1.982 3.383 2.912 0.090
H 1.871 4.498 1.517 0.085
```

The expectation value of S² is 0.767. The calculation puts the energy above the lowest of the compared OMol25 structures with the same formula, charge and spin at 27.8 kcal/mol. The spin multiplicity is 2. The calculation puts the frontier orbital gap (spin up / spin down) at 4.5 / 6.5 eV. Its charge is -2.